(1)
A cluster of 2 separate species, C7H10ClNSi in total in a non-equilibrium geometry, computed with ωB97M-V/def2-TZVPD.

Each line ends with the Löwdin charge.
Element x y z (Å)
C  1.962  1.717  1.339  -0.10
C  2.364  0.346  1.122  -0.09
C  0.593  2.131  1.174  -0.11
C  1.423  -0.531  0.650  -0.09
C  -0.280  1.221  0.623  -0.11
C  0.098  -0.186  0.388  -0.39
C  -0.454  -2.298  -0.563  -0.19
N  -0.802  -1.004  -0.097  -0.08
Si  -2.056  0.646  -2.070  0.45
Cl  -2.212  -0.598  -3.645  0.27
H  2.533  2.572  1.689  0.07
H  3.372  -0.082  1.394  0.11
H  0.315  3.149  1.317  0.08
H  1.726  -1.558  0.577  0.08
H  -1.318  1.322  0.567  0.04
H  0.064  -2.340  -1.578  0.09
H  0.290  -2.839  0.103  0.09
H  -1.359  -2.782  -0.701  0.03
H  -0.788  1.321  -1.957  -0.08
H  -3.086  1.198  -1.251  -0.09

The relative energy (zero: lowest compared OMol25 entry of this formula, charge and spin) comes out at 5.056 eV. The calculation puts the HOMO energy (alpha / beta) at -6.50 / -6.52 eV. The calculation puts the frontier orbital gap (alpha / beta) at 5.23 / 5.26 eV.

---

(2)
A structure of composition C7H10CrN2O3 in a non-equilibrium geometry, computed with ωB97M-V/def2-TZVPD.

Each line ends with the Löwdin spin population.
Element x y z (Å)
C  -0.528  0.895  -2.125  0.02
C  0.874  1.025  -1.846  0.05
C  1.040  1.740  -0.628  0.07
C  -0.247  2.099  -0.138  0.02
C  -1.228  1.649  -1.089  0.04
Cr  -0.493  -0.229  -0.252  3.31
N  -2.149  -0.025  0.411  -0.46
C  0.217  -2.229  -0.510  0.29
C  1.574  -1.971  -0.604  0.42
H  1.989  2.068  -0.193  0.01
H  1.694  0.685  -2.481  0.01
H  -0.444  2.730  0.720  0.00
H  -2.288  1.883  -1.064  0.00
H  -0.985  0.431  -3.000  0.01
H  2.107  -1.969  -1.556  0.05
H  -0.296  -2.486  0.448  0.04
H  -2.217  -0.978  0.864  0.01
H  2.187  -1.968  0.296  0.04
H  -0.484  -2.430  -1.347  0.04
O  -0.781  -1.290  2.744  0.01
N  -0.091  -0.251  2.915  0.00
O  0.134  0.245  4.030  0.00
O  0.414  0.377  1.888  0.04

Its total charge is -2. The relative energy (zero: lowest compared OMol25 entry of this formula, charge and spin) comes out at 0.000 eV. Its expectation value of S² is 6.33. The calculation puts the HOMO energy (alpha / beta) at 2.56 / -0.66 eV. The multiplicity is 5. The calculation puts the frontier orbital gap (alpha / beta) at 3.42 / 6.55 eV.

---

(3)
A structure of composition C7H10INV in a non-equilibrium geometry, computed with ωB97M-V/def2-TZVPD.

Each line ends with the Löwdin spin population.
Element x y z (Å)
C  -0.237  -1.606  0.913  0.04
C  -0.976  -0.460  1.298  0.04
C  -0.253  0.216  2.341  0.02
C  0.954  -0.510  2.590  0.01
C  0.968  -1.645  1.682  0.01
V  0.980  0.101  0.790  1.83
N  0.280  0.203  -1.886  0.18
C  -0.498  0.420  -2.970  0.04
C  -1.154  1.320  -1.890  0.53
H  -0.569  1.156  2.782  0.00
H  -1.944  -0.148  0.883  0.01
H  1.789  -0.178  3.188  0.01
H  1.819  -2.291  1.476  0.00
H  -0.525  -2.284  0.111  0.01
H  -1.841  0.856  -1.160  0.06
H  -1.199  -0.353  -3.280  0.02
H  0.856  -0.614  -2.132  0.08
H  -0.695  2.325  -1.720  0.06
H  -0.083  0.971  -3.794  0.02
I  2.327  2.521  0.781  0.02

Its total charge is -2. The relative energy (zero: lowest compared OMol25 entry of this formula, charge and spin) comes out at 5.065 eV. Its expectation value of S² is 3.81. The calculation puts the HOMO energy (alpha / beta) at 2.28 / 2.24 eV. The multiplicity is 4. The calculation puts the frontier orbital gap (alpha / beta) at 2.82 / 2.88 eV.

---

(4)
The ion C7H10N with charge +1 in a non-equilibrium geometry, computed with ωB97M-V/def2-TZVPD.

Each line ends with the Löwdin charge.
Element x y z (Å)
C  -0.478  2.052  1.816  0.07
C  0.974  -1.141  1.187  -0.14
C  0.796  -0.971  -0.391  -0.10
C  0.306  -1.916  -1.215  -0.12
C  -0.147  -0.360  1.665  0.09
C  -1.261  3.154  1.491  -0.02
C  0.227  -1.642  -2.720  -0.08
N  -0.272  0.869  1.855  0.15
H  0.968  -2.221  1.466  0.13
H  1.970  -0.656  1.482  0.15
H  0.969  -0.006  -0.712  0.08
H  -0.151  -2.966  -0.897  0.16
H  -0.584  4.070  1.205  0.15
H  -1.941  3.011  0.610  0.14
H  -1.913  3.442  2.239  0.08
H  0.894  -2.325  -3.335  0.11
H  0.472  -0.586  -2.776  0.07
H  -0.830  -1.807  -2.973  0.08

Its total charge is +1. The relative energy (zero: lowest compared OMol25 entry of this formula, charge and spin) comes out at 5.101 eV. The calculation puts the HOMO energy (alpha / beta) at -13.30 / -13.31 eV. The calculation puts the frontier orbital gap (alpha / beta) at 6.84 / 6.91 eV.

---

(5)
The ion C7H10N with charge +1 in a non-equilibrium geometry, computed with ωB97M-V/def2-TZVPD.

Each line ends with the Löwdin charge.
Element x y z (Å)
C  1.470  1.414  -1.648  0.16
C  1.500  0.203  -1.696  -0.06
C  1.024  -1.014  -0.964  -0.20
C  1.438  -0.533  0.422  0.03
N  0.593  0.325  0.836  0.08
C  -0.747  0.333  0.293  -0.27
C  -1.790  0.094  1.405  -0.02
C  -0.533  -0.730  -0.862  -0.04
H  1.332  2.437  -1.893  0.06
H  1.425  -2.130  -1.122  0.20
H  2.451  -0.734  0.925  0.20
H  0.875  0.875  1.683  0.21
H  -0.758  1.294  -0.110  0.13
H  -1.627  0.647  2.387  0.11
H  -1.973  -0.905  1.882  0.10
H  -2.757  0.336  0.938  0.09
H  -0.807  -0.311  -1.806  0.11
H  -1.117  -1.601  -0.669  0.11

Its total charge is +1. The relative energy (zero: lowest compared OMol25 entry of this formula, charge and spin) comes out at 2.891 eV. The calculation puts the HOMO energy at -14.66 eV. The calculation puts the frontier orbital gap at 9.92 eV.

---

(6)
The molecule C7H10N2 in a non-equilibrium geometry, computed with ωB97M-V/def2-TZVPD.

Each line ends with the Löwdin charge.
Element x y z (Å)
C  2.190  -0.374  0.159  -0.09
C  1.303  -1.335  0.316  -0.05
C  0.012  -0.918  -0.270  -0.33
N  -1.322  -1.440  0.172  0.02
C  -2.221  -0.287  -0.146  -0.16
C  -1.332  0.977  -0.089  -0.14
N  -0.399  0.885  1.075  0.08
C  0.117  0.538  -0.161  -0.51
C  1.526  0.889  -0.384  -0.12
H  3.323  -0.287  0.411  0.14
H  1.615  -2.299  0.636  0.10
H  -0.037  -1.097  -1.379  0.17
H  -1.142  -1.305  1.198  0.12
H  -2.674  -0.269  -1.207  0.13
H  -3.114  -0.219  0.398  0.08
H  -1.562  1.962  -0.402  0.12
H  -0.086  1.914  1.187  0.14
H  2.018  1.920  -0.050  0.16
H  1.786  0.748  -1.462  0.12

The relative energy (zero: lowest compared OMol25 entry of this formula, charge and spin) comes out at 3.831 eV. The calculation puts the HOMO energy at -8.97 eV. The calculation puts the frontier orbital gap at 9.95 eV.

---

(7)
The molecule C7H10N2 in a non-equilibrium geometry, computed with ωB97M-V/def2-TZVPD.

Each line ends with the Löwdin charge.
Element x y z (Å)
C  -1.369  -0.839  -0.422  -0.02
C  -0.208  0.075  -0.027  -0.57
C  0.161  1.098  -1.146  -0.03
C  -0.273  0.713  1.351  0.03
C  1.227  -0.223  1.652  -0.04
C  2.383  -0.811  1.985  -0.17
N  2.885  -1.499  0.933  0.04
C  2.051  -1.375  -0.080  -0.19
N  0.967  -0.696  0.320  -0.05
H  -2.061  -0.912  0.438  0.08
H  -1.089  -1.909  -0.611  0.10
H  -1.788  -0.368  -1.325  0.07
H  0.853  1.908  -0.816  0.08
H  -0.810  1.588  -1.531  0.11
H  0.779  0.472  -1.880  0.10
H  -1.202  0.689  1.963  0.10
H  0.237  1.769  1.342  0.12
H  3.058  -0.578  2.775  0.09
H  2.072  -1.946  -1.113  0.16

The relative energy (zero: lowest compared OMol25 entry of this formula, charge and spin) comes out at 3.316 eV. The calculation puts the HOMO energy at -8.74 eV. The calculation puts the frontier orbital gap at 9.44 eV.